A structure of composition C31H24BrEuF10O4PS2. Source: the Open Molecules 2025 dataset; level of theory: the ωB97M-V functional and the def2-TZVPD basis.

CARTESIAN COORDINATES (ANGSTROEM)
Eu  0.103  -0.257  -1.656
F  -3.614  -5.572  3.136
C  -2.759  -4.643  2.699
C  -1.856  -4.120  3.632
F  -1.897  -4.497  4.916
C  -0.991  -3.152  3.156
F  -0.158  -2.541  4.069
C  -1.045  -2.648  1.836
P  -0.087  -1.227  1.322
C  -1.081  0.028  2.156
C  -2.177  0.594  1.458
C  -2.869  1.663  2.015
C  -2.571  2.138  3.291
C  -1.518  1.565  4.013
C  -0.758  0.543  3.430
C  1.469  -1.438  2.173
C  2.094  -2.715  2.248
C  3.393  -2.806  2.754
C  4.092  -1.675  3.227
C  3.480  -0.436  3.114
C  2.194  -0.309  2.583
C  -2.012  -3.134  0.928
Br  -2.285  -2.365  -0.863
C  -2.832  -4.169  1.393
F  -3.823  -4.663  0.619
H  -2.423  0.307  0.449
H  -3.685  2.143  1.446
H  -3.143  2.967  3.729
H  -1.248  1.983  4.984
H  0.102  0.130  3.954
H  1.578  -3.609  1.902
H  3.877  -3.798  2.776
H  5.096  -1.770  3.650
H  3.997  0.496  3.450
H  1.737  0.671  2.474
C  2.016  -1.510  -5.486
C  1.168  -1.558  -4.239
O  1.400  -0.482  -3.414
C  -0.350  -1.521  -4.622
F  -1.096  -2.062  -3.582
F  -0.655  -2.209  -5.776
F  -0.762  -0.191  -4.782
C  1.556  -2.787  -3.423
F  0.905  -2.764  -2.174
F  1.234  -3.992  -3.973
F  2.912  -2.807  -3.183
H  1.680  -0.664  -6.088
H  1.911  -2.452  -6.046
H  3.064  -1.378  -5.152
C  4.997  0.321  -0.080
S  3.773  0.093  -1.347
C  3.699  1.724  -2.027
O  2.424  -0.078  -0.673
H  4.585  0.876  0.743
H  5.870  0.841  -0.474
H  5.255  -0.675  0.274
H  4.681  2.013  -2.410
H  3.313  2.401  -1.271
H  2.953  1.655  -2.838
O  -5.237  6.383  -0.845
C  -5.033  5.118  -1.391
O  -5.877  4.603  -2.076
C  -3.710  4.456  -1.113
C  -2.862  4.841  -0.072
C  -1.637  4.225  0.119
C  -1.166  3.174  -0.741
S  0.339  2.502  -0.336
C  -2.083  2.802  -1.801
C  -3.324  3.370  -1.942
H  -4.391  6.780  -0.505
H  -3.129  5.640  0.625
H  -0.975  4.596  0.898
H  -1.802  2.034  -2.543
H  -4.028  3.000  -2.696

## Properties
* relative energy (zero: lowest compared OMol25 entry of this formula, charge and spin): 70.8 kcal per mole
* 2S+1: 8
* electronic energy: -188227.73207 eV
* LUMO level (alpha / beta): -0.0229 / -0.0654 Eh

Mulliken atomic charge list, values in e, 2 entries: number 1, Eu, carries 0.865; number 2, F, carries -0.285